#1
Computed, not measured: a molecular structure, C2H4N2S2, with the ωB97M-V functional and the def2-TZVPD basis.

Each line ends with the Mulliken charge.
Element x y z (Å)
C 0.09831 -0.43688 0.11607  0.4281
C -0.12296 0.93002 -0.31903  0.2513
H 0.48783 -2.21230 -0.65664  0.2729
H -0.20228 -1.08144 -1.98382  0.2807
H -0.39022 -0.31920 2.02621  0.2566
H 0.66071 1.78311 1.72965  0.1027
N 0.48415 -1.28874 -1.00026  -0.5952
N -0.32768 -1.10503 1.14182  -0.5694
S 0.09564 2.33707 0.68323  -0.1237
S -0.78350 1.39339 -1.73725  -0.3039

Summary:
Kohn-Sham gap	8.13	eV
net charge	0


#2
Computed, not measured: C2H4N2S2 in the gas phase, with the ωB97M-V functional and the def2-TZVPD basis.

Each line ends with the Mulliken charge.
Element x y z (Å)
S -0.57086 1.89041 1.93744  -0.1571
N -1.33589 1.37847 0.50649  -0.3975
C -0.85400 0.46959 -0.24222  0.0897
C 0.37778 -0.31956 -0.14416  -0.0349
N 0.57540 -1.20122 -1.04465  -0.3469
S 2.08624 -2.01916 -0.97436  -0.1316
H -1.51051 2.80332 2.23351  0.1665
H -1.42230 0.22776 -1.15860  0.3393
H 1.03683 -0.22072 0.73377  0.2949
H 1.61731 -3.00889 -1.84722  0.1776

Summary:
Kohn-Sham gap	8.65	eV
net charge	0
SMILES	S/N=C\C=N\S


#3
Computed, not measured: C2H4N2S2 in the gas phase, with the ωB97M-V functional and the def2-TZVPD basis.

Each line ends with the Mulliken charge.
Element x y z (Å)
N 0.08293 1.77420 -1.38826  -0.5258
N -0.27807 0.73033 -0.66478  -0.0516
C 0.39724 0.26470 0.34659  -0.0936
C 0.02662 -1.05714 0.93940  0.2527
S 0.91449 -1.94754 1.85290  -0.2736
S -1.69645 -1.61897 0.34369  -0.2256
H -0.63717 2.33496 -1.61910  0.2108
H 1.28096 2.00963 -1.30624  0.2898
H 1.48348 0.40900 0.54552  0.2654
H -1.57404 -2.89918 0.95029  0.1516

Summary:
Kohn-Sham gap	8.19	eV
net charge	0
SMILES	N/N=C/C(=S)S


Stability verdict: #2, ahead by 6.5 kcal/mol


#1
Computed, not measured: C4H6OS in the gas phase, with the ωB97M-V functional and the def2-TZVPD basis.

Each line ends with the Mulliken charge.
Element x y z (Å)
C 1.16651 0.98117 0.18650  0.0324
C -0.49539 -0.14786 -1.21048  -0.4164
C -0.86570 -0.60110 1.12436  -0.5632
C 0.65010 -0.24483 -0.34825  -0.3777
O 0.62648 2.03854 0.08643  -0.5001
S -1.79035 -1.14147 -0.31108  -0.1406
H 2.17972 0.83570 0.68772  0.2802
H -0.82164 0.83176 -0.97406  0.2653
H -0.39803 -0.50886 -2.25318  0.3757
H -0.47958 -1.17838 1.96152  0.3767
H -1.05063 0.36296 1.42828  0.3347
H 1.27853 -1.22762 -0.37776  0.3332

Summary:
Kohn-Sham gap (spin up / spin down)	7.95 / 7.95	eV
net charge	0


#2
Computed, not measured: C4H6OS in the gas phase, with the ωB97M-V functional and the def2-TZVPD basis.

Each line ends with the Mulliken charge.
Element x y z (Å)
C 0.45071 1.25756 -0.16695  -0.4695
O 1.34710 0.01300 -0.09273  -0.4235
C 0.48724 -1.23040 0.18685  -0.3300
C -0.74098 -0.63617 -0.35090  -0.1037
S -2.41351 0.00060 -0.06965  -0.1291
C -0.83181 0.61114 0.45915  0.0034
H 0.52095 1.41472 -1.20702  0.2655
H 0.98403 2.05785 0.37859  0.2481
H 0.90995 -2.01578 -0.45659  0.2572
H 0.42751 -1.42225 1.28720  0.2344
H -0.45999 -0.51614 -1.47470  0.1939
H -0.68118 0.46588 1.50674  0.2535

Summary:
Kohn-Sham gap	10.09	eV
net charge	0
SMILES	C1OC[C@H]2S[C@H]12


#3
Computed, not measured: C4H6OS in the gas phase, with the ωB97M-V functional and the def2-TZVPD basis.

Each line ends with the Mulliken charge.
Element x y z (Å)
O -2.03783 1.34706 0.04760  -0.3846
C -1.42853 0.23199 -0.09815  0.5009
S -2.19677 -1.20880 0.10529  -0.3533
C 0.02735 0.30075 -0.27848  -0.1761
C 0.87465 -0.86214 -0.50868  -0.5556
C 0.99977 -0.16244 0.76850  -0.5309
H -1.29651 1.96475 -0.15468  0.3314
H 0.39883 1.35975 -0.66195  0.1692
H 1.71966 -0.85877 -1.15699  0.2474
H 0.34719 -1.81197 -0.55486  0.2279
H 1.82990 0.48840 0.92092  0.2482
H 0.76230 -0.78857 1.57148  0.2756

Summary:
Kohn-Sham gap	9.08	eV
net charge	0
SMILES	OC(=S)C1CC1


Stability verdict: #3, ahead by 42.5 kcal/mol


#1
Computed, not measured: C4H6OS in the gas phase, with the ωB97M-V functional and the def2-TZVPD basis.

Each line ends with the Mulliken charge.
Element x y z (Å)
C -2.49115 1.91420 0.11447  0.1134
C -1.94464 0.81806 0.22310  -0.2654
C 2.45618 -0.37548 -0.20259  -0.9557
C -1.46352 -0.45966 0.22766  -0.1246
O -1.88162 -1.39795 -0.58375  -0.3779
S 0.54540 -0.71502 0.37128  -0.1814
H -2.90036 2.87045 -0.05341  0.4375
H 2.48627 0.19978 -1.09029  0.2925
H 2.94206 -1.25183 -0.35710  0.3202
H 2.94314 0.17190 0.64220  0.2882
H -1.33052 -2.18166 -0.38314  0.3474
H 0.63877 0.40720 1.09158  0.1057

Summary:
Kohn-Sham gap	6.70	eV
net charge	0


#2
Computed, not measured: C4H6OS in the gas phase, with the ωB97M-V functional and the def2-TZVPD basis.

Each line ends with the Mulliken charge.
Element x y z (Å)
C -0.19309 1.64674 0.26078  -0.7551
C 0.41488 0.76193 -0.53123  0.4367
C -0.08705 -0.25740 -1.51285  -1.1483
S 2.08952 0.91459 -0.58725  -0.2421
C 2.50006 -0.32951 1.14449  0.0838
O 3.57808 -0.78362 1.17890  -0.3398
H 0.35355 2.40492 0.81650  0.2879
H -1.23703 1.56634 0.32399  0.2880
H 0.77339 -0.65249 -1.95073  0.4197
H -0.69435 -0.98713 -0.95684  0.2743
H -0.75714 0.22959 -2.21481  0.3117
H 1.63979 -0.62097 1.68533  0.3832

Summary:
Kohn-Sham gap	9.01	eV
net charge	0
SMILES	C=C(C)SC=O


Stability verdict: #2, ahead by 83.3 kcal/mol


#1
Computed, not measured: C4H6OS in the gas phase, with the ωB97M-V functional and the def2-TZVPD basis.

Each line ends with the Mulliken charge.
Element x y z (Å)
C -1.12366 1.88937 -1.06816  -0.6372
C 1.61006 -1.67050 0.98166  -0.2571
C -0.41250 0.78966 -1.11347  -0.1742
C 0.68158 -0.82122 0.97335  -0.4716
O -2.18372 -0.52311 0.32750  -0.5713
S -0.92572 -0.82738 -0.36283  0.4299
H -0.81916 2.74160 -1.49148  0.3354
H -2.17214 1.92764 -0.69337  0.2476
H 2.26946 -1.60305 1.92726  0.1971
H 1.72294 -2.43994 0.22356  0.2490
H 0.63779 0.53753 -1.36188  0.3350
H 0.71507 -0.00061 1.65786  0.3174

Summary:
Kohn-Sham gap	9.91	eV
net charge	0


#2
Computed, not measured: C4H6OS in the gas phase, with the ωB97M-V functional and the def2-TZVPD basis.

Each line ends with the Mulliken charge.
Element x y z (Å)
C -0.87207 -1.28356 -0.35304  -1.1672
C -0.79603 -0.05338 0.55700  0.1367
O 0.18406 0.02115 1.60502  -0.4325
C 0.27938 0.93835 0.51477  0.1306
C 1.43750 0.78418 -0.44162  -0.4147
S 2.20308 2.06949 -1.12414  -0.2181
H 0.08432 -1.79884 -0.32668  0.3262
H -1.70491 -1.97652 -0.10757  0.3299
H -0.99189 -0.89181 -1.37534  0.2753
H -1.75924 0.43251 0.79254  0.3575
H 0.08829 1.97857 0.74718  0.4161
H 1.84753 -0.22016 -0.48811  0.2602

Summary:
Kohn-Sham gap	8.44	eV
net charge	0
SMILES	C[C@H]1O[C@H]1C=S


Stability verdict: #2, ahead by 42.0 kcal/mol


#1
Computed, not measured: 2 unconnected molecules or ions with the total composition C4H6OS, with the ωB97M-V functional and the def2-TZVPD basis.

Each line ends with the Mulliken charge.
Element x y z (Å)
C 0.01599 -0.56849 1.00263  -1.1229
C 0.15189 0.02158 -0.33270  0.3788
C 0.75535 0.23882 -1.46031  -0.4134
C -0.65134 0.68459 -1.48825  -0.7218
H -0.71891 -0.05769 1.51234  0.3637
H 0.81965 -0.59317 1.69673  0.3373
H -0.53407 -1.53965 0.93260  0.2484
H 1.67629 0.12748 -1.93423  0.3955
H -0.78508 1.70650 -1.44439  0.2782
H -1.41354 0.10967 -2.02459  0.2672
O -4.50721 -0.32679 -0.68143  -0.3003
S -3.77650 0.94914 -0.57049  0.2892

Summary:
Kohn-Sham gap (spin up / spin down)	7.66 / 7.79	eV
net charge	0
SMILES	CC1=CC1.O=S


#2
Computed, not measured: C4H6OS in the gas phase, with the ωB97M-V functional and the def2-TZVPD basis.

Each line ends with the Mulliken charge.
Element x y z (Å)
C -0.09526 1.49448 0.21510  -0.8039
C -0.40877 0.16016 -0.16090  0.6444
C -1.84626 0.03134 -0.28361  -0.2412
O -2.42075 -1.05667 0.11164  -0.5148
C 0.65603 -0.90262 -0.04899  -0.5315
S 2.45830 -0.19153 -0.14661  -0.2720
H 0.84939 1.96681 0.27625  0.4065
H -1.15057 2.03638 0.03394  0.1414
H -2.33304 0.99148 -0.83489  0.2461
H 0.55352 -1.73359 -0.69025  0.4391
H 0.55423 -1.41307 0.95639  0.3207
H 3.18318 -1.38317 0.57191  0.1653

Summary:
Kohn-Sham gap	9.17	eV
net charge	0
SMILES	C=C(C=O)CS


#3
Computed, not measured: C4H6OS in the gas phase, with the ωB97M-V functional and the def2-TZVPD basis.

Each line ends with the Mulliken charge.
Element x y z (Å)
C 0.69698 -2.00216 0.30643  -0.5661
C -1.52557 1.57935 -0.34013  -0.4585
C 0.31410 -1.03991 -0.53244  -0.2241
C -0.38182 1.31574 0.25345  -0.4257
O 2.41676 0.41383 0.50399  -0.5618
S 1.36242 0.48206 -0.52313  0.3985
H 0.04777 -2.95230 0.37945  0.2340
H 1.45556 -1.68295 1.03596  0.3001
H -2.19227 2.12606 0.35400  0.2211
H -1.62641 1.49266 -1.33664  0.3466
H -0.35955 -1.03945 -1.36361  0.3510
H -0.20798 1.30706 1.26268  0.3849

Summary:
Kohn-Sham gap	10.00	eV
net charge	0


#4
Computed, not measured: C4H6OS in the gas phase, with the ωB97M-V functional and the def2-TZVPD basis.

Each line ends with the Mulliken charge.
Element x y z (Å)
O -3.02717 0.31478 -0.45923  -0.5235
C -2.20750 -0.63532 -0.07900  0.0095
C -0.72536 -0.57386 -0.04914  -0.2763
C -0.01902 0.59339 -0.04624  0.0956
C 1.39331 0.89687 -0.00111  -0.5176
S 2.52465 -0.42337 -0.36145  -0.2052
H -2.41112 -1.78510 0.19366  0.2043
H -0.10267 -1.45993 0.09687  0.0784
H -0.58708 1.44196 0.13614  0.3501
H 1.76100 1.31277 0.85249  0.3872
H 1.53590 1.76381 -0.73093  0.2896
H 1.86506 -1.44602 0.44794  0.1080

Summary:
Kohn-Sham gap	9.13	eV
net charge	0
SMILES	O=C/C=C/CS


Stability verdict: #4, ahead by 17.5 kcal/mol


#1
Computed, not measured: 2 unconnected molecules or ions with the total composition H2NOS2, with the ωB97M-V functional and the def2-TZVPD basis.

Each line ends with the Mulliken charge.
Element x y z (Å)
N -0.72105 -2.48789 -1.12094  0.0467
O -1.16579 -3.47374 -1.73233  -0.4657
S 0.65221 0.65739 0.75768  -0.4109
S 0.05756 -2.66903 0.31157  -0.4039
H 0.44821 -0.72735 0.60926  0.1288
H -0.15146 0.88165 -0.26868  0.1050

Summary:
Kohn-Sham gap	7.08	eV
net charge	-1


#2
Computed, not measured: 2 unconnected molecules or ions with the total composition H2NOS2, with the ωB97M-V functional and the def2-TZVPD basis.

Each line ends with the Mulliken charge.
Element x y z (Å)
N -0.95651 -0.47632 1.55542  -0.3573
O 1.84125 1.72612 0.76678  -0.5357
S 3.35014 -0.66447 -0.26482  -0.5534
S 1.57213 0.33568 0.36441  0.1228
H -0.80210 0.49140 1.72117  0.1779
H 1.09431 0.54418 -0.99781  0.1457

Summary:
Kohn-Sham gap (spin up / spin down)	5.59 / 5.94	eV
net charge	-1


Stability verdict: #1, ahead by 85.7 kcal/mol


#1
Computed, not measured: C6H10N2 in the gas phase, with the ωB97M-V functional and the def2-TZVPD basis.

Each line ends with the Mulliken charge.
Element x y z (Å)
C 2.35004 -0.11473 -1.50529  -1.1470
C 1.14142 -0.32926 -0.68716  0.5942
N 0.95602 -0.15590 0.53941  -0.6231
C -0.50959 0.02908 0.50250  1.5752
C -1.12643 -0.86772 1.57625  -1.5749
C -0.90351 1.48770 0.68830  -1.4732
C -0.97550 -0.57425 -0.93159  -0.3336
N -0.01385 -1.04889 -1.57178  -0.5202
H 3.17960 0.15245 -0.85414  0.3291
H 2.59200 -1.02730 -2.04580  0.3184
H 2.17241 0.67587 -2.23407  0.2704
H -2.21287 -0.80027 1.54029  0.3733
H -0.83344 -1.90393 1.42081  0.3629
H -0.77574 -0.54921 2.55689  0.3699
H -1.98620 1.58838 0.61079  0.3479
H -0.43909 2.11616 -0.07019  0.3559
H -0.59665 1.83557 1.67390  0.3559
H -2.01863 -0.51375 -1.20911  0.4190

Summary:
Kohn-Sham gap	10.37	eV
net charge	0
SMILES	CC1=NC(C)(C)C=N1


#2
Computed, not measured: C6H10N2 in the gas phase, with the ωB97M-V functional and the def2-TZVPD basis.

Each line ends with the Mulliken charge.
Element x y z (Å)
C 0.44687 1.31707 -2.51201  -0.8481
C 0.68035 0.15638 -1.91076  -0.4952
C 0.40288 -0.26873 -0.60806  1.0569
C 0.43081 -1.60749 -0.30713  -0.4109
C -0.02686 -2.23793 0.97288  -0.9227
C 0.10796 0.69814 0.35301  -0.2908
N -0.73955 0.49910 1.28112  0.0615
N -1.07927 1.38611 2.11445  -0.6888
H 0.80048 1.61553 -3.55215  0.2383
H 0.12519 2.20762 -1.95446  0.2436
H 1.01057 -0.59407 -2.65422  0.1810
H 0.62322 -2.24493 -1.17458  0.2752
H -1.17652 -2.15706 0.99904  0.2313
H 0.35393 -1.77198 1.92983  0.2673
H 0.21176 -3.46164 1.07820  0.2609
H 0.56867 1.71320 0.21869  0.3582
H -1.57753 0.96278 2.97386  0.2464
H -0.46016 2.18948 2.43922  0.2361

Summary:
Kohn-Sham gap	8.61	eV
net charge	0
SMILES	C=CC(=C/C)/C=N/N


#3
Computed, not measured: a molecular structure, C6H10N2, with the ωB97M-V functional and the def2-TZVPD basis.

Each line ends with the Mulliken charge.
Element x y z (Å)
C -0.92153 1.06937 -0.09126  -0.5100
C -1.12353 -0.45923 -0.12337  -0.0959
C 0.06944 0.60836 1.02218  -0.0017
C 1.15869 -0.09977 0.17415  -0.2974
C 1.23609 -1.58225 0.26105  -1.0148
C 0.25751 -0.95251 -0.67264  -0.3026
H -0.74164 2.71869 -1.27432  0.2399
H 0.31069 1.48164 -1.67279  0.2318
H -1.79281 1.59091 0.32082  0.5133
H -2.01133 -0.91273 -0.54923  0.5144
H -0.73322 -1.25502 1.82138  0.2414
H 0.45642 1.31113 1.77705  0.4501
H 2.00106 0.49913 -0.17864  0.4244
H 2.07111 -2.08295 -0.23859  0.2694
H 0.95575 -2.14329 1.16072  0.1578
H 0.36180 -1.09154 -1.74478  0.4225
N -0.60232 1.70868 -1.33029  -0.6084
N -0.95219 -0.40860 1.33856  -0.6343

Summary:
Kohn-Sham gap	10.15	eV
net charge	0


Stability verdict: #1, ahead by 19.1 kcal/mol